# C29H65Cl2F6N4O7P

A 4-piece molecular cluster, C29H65Cl2F6N4O7P overall (wB97M-V/def2-TZVPD, the OMol25 dataset).

Each line ends with the Mulliken charge.
Element x y z (Å)
C -3.6214 -1.0971 -3.0068  -1.535
C -2.7574 -0.0663 -2.2691  0.454
O -3.4408 0.3505 -1.0892  -0.597
C -2.5663 1.1091 -3.2170  -1.149
P -1.4175 2.4235 -2.6505  1.225
F -0.2973 1.1636 -2.4418  -0.637
C -1.2670 2.8103 -0.8446  -1.442
C 0.1277 2.5792 -0.2405  -1.248
C 0.2441 1.2500 0.4900  -0.193
N -0.3305 1.4036 1.8439  -0.716
C -2.7129 3.8155 -2.9831  -1.127
Cl -4.0325 3.5622 -1.7978  -0.056
C -3.1921 3.8608 -4.4989  0.630
C -3.0082 5.2494 -5.1218  -1.458
Cl -4.9385 3.4174 -4.7849  -0.184
C -0.1231 3.2292 -3.8287  0.647
F -0.5768 3.2200 -5.1233  -0.281
F 1.0468 2.5268 -3.8294  -0.290
C 0.2827 4.7090 -3.4856  0.619
F 0.0890 4.9786 -2.1800  -0.204
F -0.4352 5.5919 -4.2285  -0.207
F 1.5946 4.8947 -3.7634  -0.272
H -4.3239 -0.6070 -3.6705  0.281
H -3.0137 -1.7284 -3.6454  0.281
H -4.1664 -1.7212 -2.3095  0.429
H -1.8215 -0.5563 -2.0298  0.348
H -2.9782 -0.0081 -0.3333  0.371
H -3.5456 1.4825 -3.4921  0.335
H -2.1249 0.6872 -4.1193  0.422
H -1.4791 3.8669 -0.7515  0.508
H -2.0125 2.2433 -0.3051  0.845
H 0.2614 3.3394 0.5287  0.663
H 0.9368 2.7276 -0.9437  0.355
H 1.2962 1.0258 0.6252  0.381
H -0.2575 0.4642 -0.0693  0.080
H -1.1348 2.0122 1.7960  0.238
H -0.6225 0.5082 2.2114  0.206
H -2.3682 4.8099 -2.7347  0.942
H -2.6983 3.1000 -5.0812  0.161
H -3.9691 5.6528 -5.4106  0.496
H -2.4090 5.2011 -6.0229  0.269
H -2.5831 5.9466 -4.4145  0.335
C -0.3021 -3.3425 2.4713  -0.866
O 0.1316 -2.1037 3.0003  -0.152
C -0.2093 -1.9022 4.3690  -0.987
C 1.0250 -1.9155 5.2424  0.002
N 1.5959 -3.2523 5.3372  -0.341
C 2.9047 -3.3013 5.9848  -0.753
C 4.0647 -2.5746 5.3160  -0.213
O 4.4804 -3.1415 4.0867  -0.481
C 3.7645 -2.7157 2.9435  -0.562
H -0.1241 -3.3179 1.3974  0.250
H 0.2548 -4.1852 2.8940  0.311
H -1.3708 -3.4970 2.6468  0.363
H -0.9433 -2.6370 4.7103  0.442
H -0.6704 -0.9124 4.4405  0.382
H 0.7531 -1.5759 6.2464  0.352
H 1.7327 -1.1894 4.8190  0.099
H 1.6801 -3.6414 4.4078  0.124
H 3.1817 -4.3550 6.0685  0.342
H 2.7995 -2.9175 7.0044  0.417
H 4.9229 -2.6582 5.9861  0.275
H 3.8727 -1.5012 5.1988  0.252
H 3.4180 -1.6834 3.0400  0.247
H 2.9113 -3.3676 2.7331  0.176
H 4.4405 -2.7769 2.0903  0.325
C 4.1230 -0.9543 9.4857  -0.904
O 4.3816 -0.5851 8.1446  -0.205
C 3.6809 0.5763 7.7126  -0.614
C 4.6296 1.7306 7.4784  -0.332
N 5.1762 2.2295 8.7332  -0.300
C 6.2573 3.1995 8.5817  -0.697
C 7.5476 2.7404 7.9111  -0.465
O 8.2858 1.7918 8.6564  -0.437
C 7.9054 0.4408 8.4755  -0.519
H 4.5831 -1.9274 9.6496  0.266
H 4.5559 -0.2433 10.1972  0.345
H 3.0486 -1.0384 9.6739  0.360
H 2.8968 0.8483 8.4245  0.470
H 3.1985 0.3275 6.7618  0.210
H 4.0867 2.5403 6.9823  0.383
H 5.4120 1.3781 6.7923  0.167
H 5.5176 1.4479 9.2762  0.094
H 6.5154 3.5496 9.5839  0.372
H 5.8696 4.0643 8.0341  0.394
H 8.1951 3.6168 7.8255  0.352
H 7.3820 2.3769 6.8897  0.341
H 7.5384 0.2525 7.4633  0.273
H 7.1468 0.1330 9.2009  0.146
H 8.7889 -0.1747 8.6448  0.335
C -5.5629 -5.1740 -9.4656  -0.711
O -4.4048 -4.4233 -9.7736  -0.344
C -4.6426 -3.2865 -10.5946  -0.813
C -4.4160 -2.0031 -9.8265  -0.168
N -5.4505 -1.7987 -8.8208  -0.292
C -5.1920 -0.6992 -7.8964  -1.040
C -3.9736 -0.7989 -6.9853  0.061
O -4.0591 -1.8145 -6.0032  -0.311
C -3.6542 -3.1055 -6.4211  -0.702
H -5.2368 -6.0851 -8.9673  0.240
H -6.2363 -4.6324 -8.7922  0.298
H -6.1105 -5.4478 -10.3720  0.343
H -5.6489 -3.3142 -11.0215  0.410
H -3.9263 -3.3289 -11.4198  0.397
H -4.4330 -1.1623 -10.5261  0.371
H -3.4105 -2.0571 -9.3871  0.172
H -5.5623 -2.6505 -8.2875  0.105
H -6.0723 -0.6035 -7.2566  0.424
H -5.1188 0.2276 -8.4741  0.400
H -3.9125 0.1431 -6.4298  0.008
H -3.0355 -0.8894 -7.5461  0.337
H -2.8618 -3.0626 -7.1722  0.341
H -4.4943 -3.6877 -6.8087  0.193
H -3.2740 -3.6297 -5.5428  0.319

As for the LUMO energy: 0.4 eV. The largest force on an atom comes out at 1.4 eV Å⁻¹. As for the total charge: 0. As for the multiplicity: 1.


# C29H65FN10O14S

A 10-piece molecular cluster, C29H65FN10O14S overall (wB97M-V/def2-TZVPD, the OMol25 dataset).

Each line ends with the Mulliken charge.
Element x y z (Å)
O -0.1543 1.7147 1.0255  -0.474
C -0.4590 0.9801 0.1414  0.542
F -0.5655 1.3981 -1.0948  -0.249
N -0.7158 -0.4137 0.3250  0.247
C -2.0596 -0.7714 0.0097  0.345
O -2.3513 -1.2862 -1.0153  -0.612
O -2.9412 -0.5377 1.0329  -0.265
S -4.1111 0.6717 0.7927  0.685
O -3.4571 1.9361 0.9524  -0.536
O -4.4422 0.6192 -0.7826  -0.408
H -0.1312 -0.9155 -0.3535  0.251
H -3.8850 1.2838 -1.2124  0.349
C 2.0847 -0.7151 2.4881  -1.229
C 2.9318 -0.3487 1.2945  0.815
O 2.4429 -0.0276 0.2240  -0.610
N 4.2816 -0.3778 1.4502  -0.082
C 5.0364 -0.7268 2.6407  -0.911
H 1.0385 -0.6397 2.2096  0.073
H 2.2925 -1.7388 2.8033  0.408
H 2.2760 -0.0306 3.3160  0.409
H 4.7908 -0.1239 0.6191  0.283
H 5.6653 0.1144 2.9385  0.250
H 5.6821 -1.5802 2.4271  0.322
H 4.3770 -0.9799 3.4624  0.324
C -0.5109 -4.6250 -2.4431  -0.577
C 0.0302 -3.2846 -2.8801  0.561
O 0.4033 -2.4540 -2.0589  -0.708
N 0.0764 -3.0383 -4.2055  -0.017
C -0.3753 -3.9128 -5.2728  -0.427
H -0.4878 -4.6738 -1.3587  0.287
H -1.5412 -4.7486 -2.7729  -0.231
H 0.1018 -5.4339 -2.8441  0.414
H 0.4698 -2.1430 -4.4526  0.241
H 0.4615 -4.1433 -5.9284  0.166
H -1.1407 -3.4002 -5.8546  0.190
H -0.7879 -4.8317 -4.8811  0.010
C 4.3631 5.6369 1.4844  -0.898
C 5.1838 4.5694 2.1535  0.781
O 5.9200 4.8064 3.1040  -0.712
N 5.0770 3.3063 1.6678  -0.028
C 4.2468 2.8317 0.5715  -0.665
H 4.5476 6.5819 1.9864  -0.055
H 4.6555 5.7350 0.4361  0.399
H 3.2961 5.4085 1.5597  0.446
H 5.6531 2.6404 2.1552  0.138
H 3.5652 2.0778 0.9455  0.105
H 4.8829 2.3866 -0.1976  0.251
H 3.6725 3.6402 0.1352  0.320
C -3.3839 -5.9281 -4.1530  -1.169
C -2.6190 -6.9080 -5.0062  0.632
O -2.0073 -6.5279 -5.9952  -0.693
N -2.6137 -8.2161 -4.6356  -0.155
C -3.2714 -8.8197 -3.4924  -0.691
H -3.2766 -4.9380 -4.5858  0.359
H -4.4437 -6.1858 -4.1295  0.544
H -2.9906 -5.9059 -3.1376  0.325
H -2.0786 -8.8081 -5.2496  0.259
H -2.5282 -9.2964 -2.8504  0.274
H -3.9752 -9.5818 -3.8334  0.289
H -3.8082 -8.0744 -2.9155  0.179
C -0.0963 4.8187 4.0192  -1.263
C 1.0542 5.7448 3.7106  0.861
O 1.6555 5.7038 2.6468  -0.691
N 1.4222 6.6434 4.6548  -0.082
C 0.8546 6.8625 5.9725  -0.892
H -0.2588 4.1674 3.1656  0.188
H 0.1316 4.2039 4.8907  0.382
H -1.0073 5.3892 4.2029  0.368
H 2.1995 7.2206 4.3749  0.088
H 0.5014 7.8921 6.0439  0.283
H 1.6292 6.7092 6.7246  0.284
H 0.0268 6.1908 6.1699  0.375
C 0.5601 -0.6463 -9.0101  -1.364
C 1.0943 -1.8569 -8.2837  0.811
O 1.0413 -1.9586 -7.0691  -0.593
N 1.6432 -2.8476 -9.0328  -0.156
C 1.7931 -2.9077 -10.4752  -0.874
H 0.1578 0.0475 -8.2796  0.283
H 1.3576 -0.1488 -9.5630  0.378
H -0.2369 -0.9327 -9.6971  0.381
H 1.9780 -3.6245 -8.4863  0.224
H 1.2635 -3.7799 -10.8618  0.291
H 2.8500 -3.0022 -10.7301  0.293
H 1.3956 -2.0169 -10.9477  0.331
C 6.3126 8.7624 5.4316  -1.165
C 4.9752 9.4581 5.4960  0.808
O 4.3356 9.5444 6.5331  -0.667
N 4.4901 9.9963 4.3441  -0.182
C 5.1006 10.0050 3.0232  -0.816
H 6.5584 8.3916 6.4209  0.287
H 6.2738 7.9174 4.7417  0.280
H 7.0907 9.4580 5.1151  0.370
H 3.5923 10.4382 4.4562  0.221
H 5.2267 11.0392 2.6983  0.289
H 4.4360 9.4970 2.3224  0.258
H 6.0635 9.5078 3.0244  0.327
C -5.4618 -5.2931 -0.0929  -1.389
C -4.4896 -4.3948 -0.8184  0.767
O -3.6707 -4.8335 -1.6192  -0.550
N -4.5441 -3.0681 -0.5606  0.103
C -5.4345 -2.3553 0.3438  -0.359
H -5.2914 -6.3182 -0.4066  0.253
H -5.3112 -5.2280 0.9848  0.352
H -6.4889 -5.0192 -0.3348  0.377
H -3.8655 -2.5295 -1.0796  0.193
H -6.0143 -1.6224 -0.2176  0.210
H -4.8502 -1.8250 1.0957  -0.367
H -6.1154 -3.0368 0.8416  0.488
C -6.3199 -2.4267 5.2408  -1.578
C -5.5773 -2.0602 3.9785  1.050
O -6.1585 -1.7523 2.9499  -0.605
N -4.2191 -2.0810 4.0177  -0.027
C -3.3552 -2.4163 5.1356  -1.007
H -7.3856 -2.3620 5.0482  0.326
H -6.0800 -3.4465 5.5440  0.380
H -6.0677 -1.7376 6.0472  0.398
H -3.7870 -1.8241 3.1429  -0.002
H -2.7133 -1.5655 5.3692  0.291
H -2.7229 -3.2644 4.8680  0.302
H -3.9342 -2.6726 6.0154  0.410

As for the LUMO energy: 0.4 eV. The largest force on an atom comes out at 3.0 eV Å⁻¹. As for the total charge: 0. As for the multiplicity: 1.